No. 1
The following is a quantum chemistry calculation of 3 unconnected molecules or ions with the total composition C21H27BrF3N5O6PS, from the Open Molecules 2025 dataset.

```
65
Properties=species:S:1:pos:R:3
N -4.85268 -4.33456 -2.32142
C -4.52722 -3.09238 -2.39848
C -3.00238 -2.73654 -2.30455
N -2.52998 -2.43876 -0.88860
C -3.54817 -2.45704 0.12814
C -4.34953 -1.33695 0.59959
C -5.41076 -1.44865 1.62052
C -5.74188 -2.76113 2.19491
C -4.94327 -3.91633 1.72246
C -3.88431 -3.78949 0.71003
C -1.23510 -2.20881 -0.81210
N -0.29756 -2.25898 -1.85396
C 0.98598 -1.96484 -1.39055
C 2.31049 -1.87843 -2.17353
C 2.82951 -0.39749 -2.41927
O 3.82580 -0.00980 -1.46954
C 1.68949 0.66685 -2.58119
F 2.26798 1.78951 -3.13706
F 0.71566 0.25621 -3.47647
F 1.13811 1.08093 -1.38547
N 0.76054 -1.72929 -0.03343
S 2.04323 -1.29356 1.07936
N -0.54348 -1.85733 0.35917
P -0.83610 -1.50530 2.07193
O -1.90224 -2.61714 2.77978
Br -1.85953 0.54697 2.03232
H -3.97114 -4.86906 -2.23243
H -5.32167 -2.30990 -2.51752
H -2.32023 -3.45548 -2.83153
H -2.87059 -1.74931 -2.85044
H -4.14367 -0.32597 0.15527
H -5.93471 -0.50852 1.91698
H -6.56630 -2.85180 2.94380
H -5.21731 -4.90682 2.17447
H -3.36963 -4.73125 0.40960
H 3.14403 -2.39956 -1.61504
H 2.27219 -2.38197 -3.17825
H 3.37205 -0.42243 -3.41414
H 4.10425 0.91280 -1.67571
H 3.08772 -2.15400 0.76505
H -1.52928 -3.48613 2.50903
O 4.87795 2.77536 -2.62924
C 4.97177 3.57839 -3.51872
O 5.60473 3.33095 -4.68975
C 5.63184 4.52782 -5.48439
C 4.49514 5.37841 -4.95887
C 4.45875 4.99674 -3.48986
H 6.60512 5.00829 -5.35649
H 5.50080 4.27226 -6.53532
H 4.63871 6.44452 -5.13341
H 3.55811 5.08255 -5.43798
H 5.13800 5.60815 -2.89222
H 3.44870 5.03954 -3.08646
O -0.68574 -0.40790 4.96055
C -0.52525 0.53764 5.68471
O -0.70163 0.49422 7.02662
C -0.53824 1.81090 7.57692
C 0.28926 2.56677 6.55901
C -0.15177 1.93468 5.25103
H -1.52747 2.25321 7.72040
H -0.03898 1.74414 8.54292
H 0.14067 3.64576 6.59887
H 1.35154 2.36752 6.72281
H -1.03484 2.42637 4.83728
H 0.65450 1.91546 4.51983
```

Calculated values
* LUMO energy: -3.160 eV
* total charge: +1
* HOMO: -11.651 eV
* strongest force on any atom: 0.107 Eh/bohr

No. 2
The following is a quantum chemistry calculation of a molecular structure, C23H35BN3NaO8SSe2, from the Open Molecules 2025 dataset.

```
74
Properties=species:S:1:pos:R:3
Na 12.42558 18.64705 4.57864
O 17.88773 22.15426 7.53333
C 17.65491 22.23108 6.09904
C 16.45183 21.39098 5.69330
C 16.21151 21.75826 4.23824
O 17.26955 21.44351 3.36582
C 16.75949 19.88419 5.80572
Se 15.10817 18.83878 6.05786
C 15.25885 21.75825 6.55531
Se 13.70555 20.72938 5.75806
H 18.76392 22.55422 7.70874
H 18.52068 21.88181 5.53187
H 17.46065 23.29561 5.80889
H 15.92060 22.80797 4.11566
H 15.38151 21.13928 3.83327
H 17.84824 22.22196 3.29633
H 17.37208 19.72330 6.73404
H 17.29837 19.52840 4.94403
H 14.94188 22.82578 6.49037
H 15.31018 21.46162 7.60340
C 8.17179 24.21691 6.77593
C 7.84116 22.78867 6.25784
S 8.35542 21.40042 7.37570
O 9.77784 21.19454 7.23346
O 7.73729 21.76002 8.62299
C 7.50308 20.03381 6.51814
C 7.95027 18.62678 6.86910
N 8.84704 18.08153 5.80945
C 10.14418 17.70237 6.05308
N 10.73910 17.29090 4.87326
C 9.74183 17.11274 3.96117
C 8.51370 17.59084 4.54912
N 7.23704 17.54195 4.00501
O 6.28639 18.02671 4.64545
O 7.16381 17.03786 2.86780
C 10.62664 17.44964 7.41234
H 8.09030 24.93222 5.94092
H 9.17691 24.26519 7.15401
H 7.53397 24.48625 7.68794
H 8.38157 22.56102 5.32427
H 6.77375 22.66271 6.14911
H 7.53420 20.15734 5.48085
H 6.45577 20.07660 6.83316
H 7.10701 17.97163 7.01419
H 8.55777 18.72116 7.77851
H 9.90921 16.80507 2.96331
H 11.44537 18.09093 7.66302
H 11.22411 16.29444 7.28052
H 9.79112 17.34833 8.17827
C 15.68209 10.19780 7.28107
C 15.01782 10.14925 5.90000
C 14.33636 8.81168 5.76658
C 16.10131 10.39741 4.85397
C 13.98323 11.27674 5.68884
C 12.87861 11.09615 4.87653
C 11.82865 12.04589 4.81904
C 11.94021 13.13217 5.66277
O 10.98848 14.16884 5.94607
B 11.72823 15.11944 6.68815
O 13.03230 14.62494 6.96795
C 13.15160 13.36543 6.33800
C 14.24033 12.51272 6.29832
H 16.27099 9.31684 7.43238
H 14.91644 10.16573 8.12106
H 16.32266 11.07932 7.40256
H 14.91381 8.00836 6.24376
H 14.23656 8.49922 4.73094
H 13.37484 8.82004 6.27471
H 16.83120 9.57932 4.89096
H 16.60968 11.32228 4.99449
H 15.60948 10.38103 3.87285
H 12.78206 10.23147 4.28385
H 11.02863 11.94908 4.10271
H 15.17788 12.70551 6.81897
```

Calculated values
* ΔE to the lowest compared entry with this formula, charge and spin: 361.2 kJ/mol
* LUMO energy (spin up / spin down): 3.482 / 3.483 eV
* total charge: -2
* HOMO (spin up / spin down): 0.938 / 0.475 eV
* strongest force on any atom: 0.087 Eh/bohr

No. 3
The following is a quantum chemistry calculation of 3 unconnected molecules or ions with the total composition C19H24N5O6, from the Open Molecules 2025 dataset.

```
54
Properties=species:S:1:pos:R:3
C 1.73045 -0.61508 0.95153
C 1.11827 0.88513 0.85282
C -0.11808 1.13134 -0.11994
N 1.73695 1.80365 1.57512
N 1.56896 3.07926 1.03808
C 2.44138 3.33510 -0.14451
C 4.00149 3.55370 0.23109
C 4.92670 2.80563 -0.87764
N 6.27066 2.42817 -0.32414
C 1.79712 4.63429 -0.89237
O 2.10459 5.81215 -0.52563
O 0.87718 4.32134 -1.89672
H 1.75960 -0.95388 2.05141
H 1.11179 -1.30382 0.28532
H 2.80462 -0.56587 0.53090
H 0.17811 0.71551 -1.15989
H -0.39037 2.22501 -0.28894
H -1.06708 0.53952 0.17641
H 1.89712 3.73749 1.76340
H 2.42068 2.50464 -0.93481
H 4.26787 4.66647 0.14325
H 4.26776 3.22350 1.29440
H 4.44758 1.84687 -1.28000
H 5.05071 3.50775 -1.78381
H 6.51528 1.49460 -0.69284
H 6.21599 2.39320 0.70333
C -0.99797 -6.47521 0.77980
C -1.57353 -5.31246 1.28311
C -0.76713 -4.30034 1.79276
C 0.61708 -4.46212 1.78898
C 1.19917 -5.62679 1.29342
C 0.38481 -6.63493 0.78840
N 1.47080 -3.38824 2.30117
O 0.92348 -2.38983 2.74411
O 2.68237 -3.54859 2.25163
H -1.63039 -7.26099 0.37751
H -2.65192 -5.19369 1.27515
H -1.22791 -3.39905 2.18183
H 2.27517 -5.76192 1.29146
H 0.82788 -7.54479 0.39728
C -4.95741 2.85488 -1.95800
C -3.75828 2.20798 -1.67527
C -3.75737 0.85665 -1.34586
C -4.96463 0.16078 -1.30702
C -6.16960 0.80491 -1.58184
C -6.16136 2.15699 -1.90749
N -4.96590 -1.26832 -0.98520
O -3.89273 -1.79690 -0.73096
O -6.04041 -1.85414 -0.99251
H -4.95388 3.90855 -2.22020
H -2.82269 2.75711 -1.71472
H -2.81592 0.36519 -1.12822
H -7.11357 0.27209 -1.54904
H -7.09347 2.66751 -2.12609
```

Calculated values
* LUMO energy: 1.012 eV
* total charge: -1
* HOMO: -4.165 eV
* strongest force on any atom: 0.113 Eh/bohr

No. 4
The following is a quantum chemistry calculation of a molecular structure, C21H29N5O4Pt, from the Open Molecules 2025 dataset.

```
60
Properties=species:S:1:pos:R:3
Pt 1.69122 -1.13021 -0.96714
C 4.69094 -3.97970 -3.56888
N 3.81713 -4.55443 -2.55102
C 3.92187 -5.98916 -2.29215
C 3.01320 -3.78960 -1.85991
O 2.94280 -2.53478 -2.04465
C 2.13992 -4.41659 -0.80017
O 1.48840 -3.32518 -0.17010
C 0.69824 -3.65661 0.95366
C 0.17015 -2.34247 1.49035
O 0.37572 -1.27752 0.83301
N -0.49163 -2.35189 2.62187
C -0.99548 -1.10167 3.18482
C -0.71821 -3.56707 3.40603
H 4.26162 -4.10273 -4.56576
H 5.64799 -4.49609 -3.56478
H 4.83651 -2.91945 -3.39055
H 4.40898 -6.47569 -3.13148
H 2.95241 -6.45888 -2.13541
H 4.54114 -6.17447 -1.41020
H 2.74852 -4.96880 -0.07789
H 1.40774 -5.09496 -1.24964
H 1.30585 -4.15754 1.71315
H -0.12961 -4.31366 0.66713
H -0.38095 -0.27294 2.84711
H -0.96778 -1.16149 4.26976
H -2.02659 -0.93279 2.86895
H -0.77251 -4.45454 2.78150
H -1.66146 -3.47973 3.93937
H 0.07524 -3.69185 4.14551
C -6.78071 4.17553 2.17335
C -5.44868 4.12353 1.58130
C -4.39059 4.95569 2.06694
C -3.13682 4.89667 1.54063
C -2.84438 4.00093 0.46972
N -1.59895 3.84082 -0.13211
C -0.44708 4.59983 0.08317
O -0.33968 5.50862 0.84560
N 0.67580 4.34956 -0.75939
C 1.33220 3.26707 -1.25501
C 2.45700 3.55166 -2.07650
C 3.15789 2.52325 -2.63924
C 2.77870 1.21319 -2.34359
N 1.75919 0.92191 -1.50263
C 1.03128 1.90493 -0.97334
C -3.90362 3.19899 -0.05144
C -5.14882 3.25558 0.48825
H -7.30212 5.09059 1.83687
H -6.75020 4.29775 3.26023
H -7.40671 3.33405 1.88523
H -4.60147 5.66010 2.86213
H -2.37409 5.54978 1.91374
H -1.60563 3.27042 -0.96753
H 1.24845 5.20023 -0.79350
H 2.75099 4.57889 -2.26984
H 4.00265 2.72176 -3.28640
H 3.31219 0.37947 -2.78718
H 0.23740 1.61436 -0.29578
H -3.71556 2.55053 -0.90002
H -5.93999 2.63679 0.08383
```

Calculated values
* LUMO energy (spin up / spin down): -12.203 / -15.580 eV
* total charge: +4
* 2S+1: 5
* HOMO (spin up / spin down): -19.803 / -19.939 eV
* strongest force on any atom: 0.040 Eh/bohr

No. 5
The following is a quantum chemistry calculation of 2 unconnected molecules or ions with the total composition H4N2Si, from the Open Molecules 2025 dataset.

```
7
Properties=species:S:1:pos:R:3
N 1.30634 0.85013 0.62996
N 2.20382 0.40243 -0.05235
Si -2.20595 -0.26569 0.35130
H 0.37012 0.95764 0.05764
H 2.04889 0.33332 -1.10530
H -1.16967 -0.61019 -0.61348
H -2.55354 -1.66764 0.73223
```

Calculated values
* ΔE to the lowest compared entry with this formula, charge and spin: 410.5 kJ/mol
* LUMO energy: -1.314 eV
* total charge: 0
* HOMO: -9.011 eV
* strongest force on any atom: 0.054 Eh/bohr

No. 6
The following is a quantum chemistry calculation of 7 unconnected molecules or ions with the total composition C19H52O19S6, from the Open Molecules 2025 dataset.

```
96
Properties=species:S:1:pos:R:3
O -13.36083 -14.74153 5.43760
S -14.52962 -15.53733 5.80982
O -15.32332 -15.29035 6.96173
O -15.58379 -15.60725 4.52634
C -15.04925 -15.71396 3.15604
C -15.73059 -14.61236 2.34016
C -14.02299 -17.31780 5.91332
H -15.23507 -16.68893 2.70546
H -13.99493 -15.44039 3.11509
H -15.86657 -13.68376 2.89452
H -16.71927 -14.98142 2.06737
H -15.30580 -14.53295 1.33950
H -13.64536 -17.56147 4.92028
H -14.93572 -17.89285 6.06933
H -13.34892 -17.46768 6.75669
O -12.91468 -15.19473 11.48377
S -11.58712 -14.97950 10.92963
O -10.58568 -16.03453 11.06867
O -11.81410 -14.53863 9.29389
C -12.86974 -13.64399 8.98001
C -12.38828 -12.47479 8.13854
C -10.81291 -13.38270 11.49979
H -13.52240 -13.27939 9.77322
H -13.61150 -14.18432 8.39185
H -13.19332 -11.81556 7.81386
H -11.87983 -12.78341 7.22512
H -11.75287 -11.78447 8.69335
H -9.82377 -13.15318 11.10350
H -10.69683 -13.58768 12.56403
H -11.44355 -12.51334 11.31374
O -14.40175 -18.85973 13.28449
S -15.39161 -19.85649 13.63224
O -14.97122 -21.05629 14.42439
O -16.62122 -19.11469 14.46720
C -17.05693 -17.78665 14.11426
C -18.19790 -17.38529 15.06358
C -16.33983 -20.33115 12.10629
H -17.59951 -17.79936 13.16900
H -16.25473 -17.06583 13.95608
H -18.93559 -18.16390 15.25770
H -18.77811 -16.62013 14.54787
H -17.82690 -17.00628 16.01585
H -16.71260 -19.39648 11.68734
H -17.15861 -20.96017 12.45563
H -15.67514 -20.89256 11.44971
O -20.81226 -16.23259 8.89340
S -19.38030 -16.33910 9.07439
O -18.58431 -17.17931 8.13460
O -18.68029 -14.82464 9.15794
C -17.28486 -14.81556 9.25603
C -16.76873 -14.05514 10.48824
C -19.11470 -16.97301 10.79969
H -16.94679 -14.18855 8.43101
H -16.74462 -15.76211 9.23847
H -17.10412 -13.01969 10.54707
H -15.67876 -14.06385 10.48358
H -17.11308 -14.41158 11.45905
H -18.05752 -17.19466 10.94583
H -19.78054 -17.83591 10.81260
H -19.39663 -16.20000 11.51457
O -14.74017 -20.48908 6.52544
S -14.12125 -20.69899 7.82480
O -13.13878 -19.76245 8.38590
O -15.33724 -20.86262 8.93090
C -16.60037 -21.42705 8.50044
C -17.56938 -20.26387 8.45737
C -13.43296 -22.41559 7.92125
H -16.85754 -22.17385 9.25161
H -16.61424 -21.88614 7.51193
H -18.60590 -20.49531 8.21207
H -17.15176 -19.47529 7.83142
H -17.67279 -19.80488 9.44060
H -14.23883 -23.14273 7.82148
H -12.95331 -22.58404 8.88545
H -12.74749 -22.48382 7.07652
O -12.29439 -11.42147 14.90891
S -13.29661 -11.86558 15.90887
O -14.43561 -11.00140 16.23071
O -13.85352 -13.39091 15.47617
C -12.96714 -14.41778 15.12478
C -13.91762 -15.41571 14.49040
C -12.49624 -12.43394 17.44757
H -12.61079 -14.87652 16.04710
H -12.16854 -14.05845 14.47578
H -14.41619 -14.96928 13.63002
H -14.66953 -15.68003 15.23395
H -13.38642 -16.31438 14.17684
H -13.24964 -12.78958 18.15043
H -11.91058 -11.55299 17.71030
H -11.68281 -13.13612 17.26490
C -14.83779 -17.79237 10.14599
O -15.46777 -17.14304 11.18537
H -15.61893 -18.32173 9.60038
H -14.37188 -17.03909 9.51070
H -14.06735 -18.48432 10.48617
H -14.76304 -16.79249 11.73499
```

Calculated values
* ΔE to the lowest compared entry with this formula, charge and spin: 154.0 kJ/mol
* LUMO energy: 0.205 eV
* total charge: 0
* SMILES: CCOS(C)(=O)=O.CCOS(C)(=O)=O.CCOS(C)(=O)=O.CCOS(C)(=O)=O.CCOS(C)(=O)=O.CCOS(C)(=O)=O.CO
* HOMO: -10.039 eV
* strongest force on any atom: 0.082 Eh/bohr

The lowest strongest force on any atom belongs to which entry? C21H29N5O4Pt